# C39H102O36S11

A 12-piece molecular cluster, C39H102O36S11 overall in a non-equilibrium geometry (ωB97M-V with the def2-TZVPD basis set, the Open Molecules 2025 dataset).

The geometry in XYZ format:
```
188
Properties=species:S:1:pos:R:3:forces:R:3
S -8.394290 11.604370 -2.290814 -1.390 -1.304 -2.410
S 10.140707 -10.352117 0.041629 -2.140 -1.142 -0.142
S 1.696467 11.087420 -0.113329 -1.251 -2.255 -0.643
S -0.792189 -6.347731 6.947538 -0.675 -0.926 0.375
S 5.513306 -4.567576 -9.365870 0.508 -0.365 -1.275
S -0.916820 3.143778 12.156530 0.569 -0.063 0.015
S 9.734105 5.495694 1.423830 1.475 -0.971 1.244
S -3.679482 -7.533176 -7.228002 2.453 4.158 2.805
S -10.331325 -4.855612 -9.749203 -1.336 1.138 0.981
S -10.156666 1.161345 -1.396770 -1.665 -0.443 0.317
S 10.193271 -1.519420 6.476073 -0.478 -0.097 0.402
O 0.398514 -7.534942 7.000257 -1.304 1.762 -2.560
O 9.340462 -0.340778 7.380382 1.736 -2.054 0.379
O -2.406140 -7.898038 -6.605741 -1.712 -0.287 -1.550
O -2.326090 3.901255 12.354713 -0.486 -0.615 -1.356
O -1.128787 1.722561 11.796534 0.472 3.035 0.609
O -4.519464 -8.382223 -7.977974 -0.386 -1.044 -0.650
O -7.229351 11.927445 -1.537132 0.265 0.135 0.009
O 1.268568 10.739855 1.271077 1.347 1.363 -3.012
O 2.780188 11.978902 -0.498718 -1.864 -0.842 1.075
O -10.074042 -5.154976 -8.338997 -0.192 0.043 -2.106
O 9.625997 -2.870933 6.735322 1.003 3.337 -0.895
O -8.648662 12.159528 -3.634708 0.437 -0.570 2.971
O 9.555039 6.336640 0.251460 -0.166 -0.814 1.671
O -1.066799 -6.017984 5.502242 0.759 -1.453 4.460
O -3.391154 -6.132170 -8.119897 -0.203 -1.366 0.960
O 9.447879 6.311050 2.861809 -0.094 -1.487 -2.239
O 4.948567 -5.634167 -10.217189 1.050 1.840 1.956
O -9.581827 -3.433659 -10.072349 -1.672 -1.444 -1.730
O -1.820056 -6.755938 7.956344 1.856 0.767 -2.908
O -0.645351 2.843149 2.172238 0.647 -0.032 0.643
O 0.042806 3.973009 11.382170 -2.242 -1.848 1.443
O -9.964762 1.191086 -2.840655 -0.940 0.005 1.772
O -11.077690 -0.138517 -0.920086 1.046 1.203 -0.716
O 10.424640 -10.515249 -1.381113 0.296 1.031 2.159
O 9.031212 -9.132582 0.153426 0.569 -0.659 0.046
O 9.114918 4.177312 1.552528 0.645 2.483 -0.203
O 11.130482 -10.239322 1.104188 -1.042 0.091 -1.614
O -10.037584 -5.763595 -10.836285 -0.180 1.192 1.356
O 10.324318 -0.901400 5.156486 -0.259 -1.488 1.560
O -0.321573 0.092693 -1.582574 -0.297 1.089 -1.079
O -8.990261 1.199565 -0.570683 -0.480 -0.328 -0.070
O 2.141674 9.670841 -0.899770 -0.562 0.978 1.073
O 4.647801 -3.647789 -8.656221 0.605 -1.005 -0.656
O 6.608400 -5.191456 -8.268360 -0.700 0.763 -1.547
O -8.457274 9.954816 -2.554841 -2.032 2.086 1.487
O 0.647050 0.019417 1.334111 -0.011 -2.238 -0.490
C 0.893330 -0.862172 0.172510 -2.468 0.349 1.366
C -8.498423 -1.349986 -9.592406 0.609 0.583 -1.885
C -12.156124 -4.283762 -9.858432 1.203 -1.186 -0.355
C -12.385173 -1.932179 -1.771968 -0.516 0.975 0.273
C -0.609739 3.360566 13.920284 0.993 -0.535 -0.109
C 8.313297 -8.790348 1.416345 2.243 0.282 0.090
C -7.360908 9.077153 -2.632052 0.380 0.524 -0.954
C 11.901087 -1.550842 7.314162 -1.450 1.048 0.418
C 7.712378 1.411130 7.874081 0.638 -0.716 -0.326
C 0.063546 -4.965269 7.725668 0.127 -1.228 -0.772
C 1.460849 8.472590 -0.504037 -0.813 -0.972 1.296
C 8.220700 0.379551 6.864292 -0.501 0.745 -0.919
C 6.010574 -6.095695 -7.353279 -1.996 0.031 1.666
C 1.606028 -9.376049 7.973540 0.258 1.919 0.953
C 11.567559 5.290926 1.689424 -0.996 0.371 -0.801
C -3.428824 -6.171035 -9.552615 -0.278 -0.712 -0.567
C 6.695141 -3.551108 -10.378731 -0.360 -0.357 0.979
C -9.181293 -2.560972 -9.049471 1.744 -0.811 2.347
C 1.102240 1.316778 1.189431 0.609 1.261 0.936
C 8.953220 -11.740085 0.404924 1.653 1.082 -0.245
C -3.011922 4.300780 11.121554 0.635 1.061 -0.539
C 10.483100 8.331091 3.710090 1.225 -0.501 -0.152
C -12.335535 -0.386821 -1.596815 0.819 -2.271 -0.574
C -4.491661 4.434635 11.275442 -1.475 -0.099 1.028
C -0.412674 -0.971173 -0.646057 0.738 0.966 -0.966
C 1.067178 -7.937566 8.195422 -1.524 0.254 -0.397
C 9.380478 7.707396 2.872341 -1.075 2.665 1.725
C -9.905599 11.749663 -1.240200 0.308 -0.606 -0.700
C -2.070520 -6.574952 -10.122228 0.057 0.361 0.993
C -1.736910 1.936577 1.987927 1.707 -0.135 0.210
C -1.449551 0.560965 -2.358904 0.141 -1.046 0.898
C -7.141887 8.866065 -4.122814 1.098 0.007 0.545
C -11.345016 2.429533 -0.743800 1.326 -0.531 -1.001
C 0.068840 11.287775 -1.188424 1.853 -0.409 1.826
C -4.632738 -6.687156 -5.815667 0.734 -0.861 -1.970
C 5.383878 -5.433634 -6.067873 0.189 -1.085 -1.165
C 0.753762 7.746828 -1.636204 1.130 -0.044 -0.317
C 7.884414 -7.324892 1.202105 -1.447 -0.386 -0.045
C 0.643341 2.182701 2.449427 -2.250 -0.109 -1.874
H 11.882455 4.804409 0.766253 0.211 -0.090 0.172
H 6.123208 -2.900313 -11.040140 -0.303 -0.257 0.188
H -13.449398 -2.147357 -1.868093 0.037 -0.494 -0.168
H -11.998979 -2.413980 -0.873739 -0.045 -0.038 -0.102
H -12.378319 -3.675961 -8.981340 0.203 0.175 -0.351
H -6.244544 8.247306 -4.126984 0.035 -0.213 -0.835
H 0.412369 3.003908 14.047514 -0.035 -0.099 0.268
H 0.973874 -4.884756 7.131582 -0.228 0.814 -0.178
H 6.724914 -6.799907 -6.926797 0.497 0.203 -0.722
H -0.218469 7.338652 -1.360029 -0.047 0.409 0.029
H 12.418282 -0.608856 7.131789 -0.137 -0.139 -0.519
H -1.801618 -7.539151 -9.690820 -0.078 -0.223 -0.287
H -1.316373 -0.871587 -0.044795 0.077 -0.061 0.359
H -0.433144 -1.927780 -1.168152 -0.051 -0.256 -0.095
H 8.623436 1.846590 8.284479 -0.348 0.126 0.651
H -10.792798 3.305794 -1.083390 -0.723 0.514 0.236
H -2.754473 3.640716 10.293213 0.088 -0.153 0.170
H 2.537308 -9.392891 7.407398 -0.130 0.219 -0.125
H 7.027834 0.933392 8.574990 0.367 0.324 0.390
H -5.030977 3.488731 11.325391 0.254 -0.177 0.146
H -4.190361 -6.886757 -9.862297 -0.091 -0.076 -0.003
H -1.330116 -5.892472 -9.704933 0.137 0.167 -0.304
H -12.810646 -5.155330 -9.867877 0.398 -0.360 0.468
H -1.607633 0.036559 -3.301305 0.484 -0.323 -0.132
H -12.348737 -0.006361 -2.618174 -0.007 0.706 0.282
H 12.005061 6.287747 1.744368 -0.182 0.016 -0.153
H -1.999238 -6.602208 -11.209552 -0.219 0.042 0.112
H -4.046077 -6.734857 -4.898245 -0.198 -0.476 -0.214
H 9.469051 -12.674100 0.182131 0.059 0.088 0.267
H 5.235228 -6.670512 -7.859756 0.091 -0.132 -0.166
H -11.422189 2.359363 0.341202 0.479 -0.147 -0.158
H 0.882539 -10.033842 7.491904 -0.067 0.099 0.521
H 7.036440 -7.426468 0.524811 0.068 0.412 -0.380
H 1.361828 6.884758 -1.910427 -0.045 0.156 -0.597
H 7.215529 -2.931060 -9.648780 0.016 -0.057 -0.049
H 8.745440 -11.605769 1.466475 -0.491 -0.389 -0.214
H -0.516705 10.401735 -0.943107 0.099 0.076 0.270
H 8.450800 7.992112 3.365028 -0.395 -0.404 -0.071
H -1.419091 1.328920 1.140677 -1.115 0.019 -0.566
H -1.787597 1.212852 2.801408 -0.139 0.050 0.456
H -4.756397 -5.641024 -6.095713 -0.294 -0.278 -0.127
H 0.257604 -7.821970 8.916078 0.218 -0.966 0.763
H -13.205555 -0.114380 -0.999358 0.349 0.605 0.115
H 2.192053 1.314827 1.169397 0.390 0.119 -0.003
H -9.784243 11.256903 -0.275540 0.458 -0.062 -0.217
H -1.312831 1.615598 -2.597974 0.075 -0.071 0.348
H 7.394486 -0.281451 6.602452 0.260 -0.223 -0.267
H 7.454923 -6.765729 2.033354 0.038 -0.745 0.665
H 0.765966 1.660007 0.211057 -0.193 0.884 0.192
H 4.501841 -4.802628 -6.177197 0.680 0.710 -0.532
H -0.677673 -4.166358 7.704902 0.550 0.209 0.048
H -2.657511 2.519136 1.953049 0.158 -0.201 -0.491
H 6.247166 -5.035982 -5.534297 -0.627 0.326 0.476
H -5.059077 5.017910 10.550227 0.845 -0.054 -0.834
H -5.527125 -7.304347 -5.900850 -0.265 0.502 0.787
H 10.376629 9.377397 3.996458 -0.454 0.105 -0.636
H -10.240064 12.771516 -1.061193 0.449 0.068 -0.439
H 0.395691 11.178647 -2.222525 -0.078 0.811 0.146
H -0.653600 4.403714 14.233356 -0.033 -0.003 -0.573
H 1.716540 -0.504330 -0.445854 0.030 -0.230 0.107
H -6.945057 9.822910 -4.606340 0.201 -0.019 0.067
H -4.778010 5.010546 12.155456 0.405 -0.236 0.521
H -12.341399 2.288470 -1.162624 0.310 0.212 -0.373
H -7.559288 8.127460 -2.135243 -0.456 0.182 0.200
H 4.898207 -6.271847 -5.568238 0.627 -0.305 0.558
H 10.697451 7.859111 4.668949 -0.256 -0.543 -0.150
H 0.387381 -5.276919 8.718698 -0.525 0.117 0.074
H -7.602137 -0.990363 -9.086993 -0.569 0.016 0.922
H 0.660683 8.586913 0.227251 0.300 1.095 0.344
H 1.270357 3.021591 2.751422 0.352 -0.353 -0.374
H 7.185523 2.201829 7.339915 -0.071 -0.125 -0.047
H 8.549177 0.976835 6.013737 0.024 -0.485 -0.398
H -8.012022 -1.594833 -10.536626 -0.182 -0.527 -0.316
H 7.564076 -9.541498 1.666419 -0.769 0.416 -0.843
H -10.649054 11.199581 -1.817075 -0.080 0.158 0.048
H -0.412110 12.176568 -0.779972 0.021 0.080 -0.742
H 11.862920 4.741895 2.583529 -0.603 -0.162 -0.150
H -12.356751 -3.867579 -10.845681 0.487 0.618 0.265
H 11.723172 -1.548230 8.389546 -0.264 -0.318 -0.041
H 2.166235 7.837829 0.032257 0.271 0.042 -0.305
H 8.567261 -6.576556 0.799842 0.618 -0.887 -0.265
H -9.144057 -0.527885 -9.901331 -0.173 0.067 0.544
H -2.583512 5.283911 10.926576 -0.014 -0.020 -0.367
H -1.305607 2.795498 14.540417 0.030 -0.198 -0.423
H 1.869596 -9.572070 9.012872 -0.041 -1.169 -0.068
H 8.152893 -11.606814 -0.322963 -0.144 0.108 0.476
H -3.798431 -5.192164 -9.858055 0.336 0.090 0.015
H -2.364827 0.374038 -1.797276 -0.180 0.426 0.202
H 0.976044 -1.875138 0.566414 0.885 0.161 0.287
H 0.455110 1.520583 3.294579 0.410 -0.262 0.066
H 7.407786 -4.129518 -10.966673 -0.280 -0.311 0.288
H -11.843233 -2.264014 -2.657568 0.011 0.032 0.162
H 9.005449 -8.990734 2.234187 0.488 0.706 0.045
H -7.973567 8.420514 -4.668597 0.013 -0.263 0.436
H 9.346770 8.287673 1.950257 0.128 -0.978 -0.645
H 12.492664 -2.425147 7.042627 -0.524 0.062 -0.393
H -8.455517 -3.180382 -8.522538 0.398 0.404 0.401
H -6.520524 9.549275 -2.123167 0.317 -0.126 -0.209
H 1.768417 -7.152134 8.477294 0.727 -0.413 -0.187
H -9.898267 -2.354416 -8.254877 -0.730 0.097 -0.535
H 0.706890 8.493895 -2.428538 -0.361 -0.492 -0.435
H 11.363196 8.225206 3.075820 0.527 0.308 0.388
```
Forces are in eV/Å.

As for the HOMO energy: -9.0405 eV. Its SMILES is CCOS(C)(=O)=O.CCOS(C)(=O)=O.CCOS(C)(=O)=O.CCOS(C)(=O)=O.CCOS(C)(=O)=O.CCOS(C)(=O)=O.CCOS(C)(=O)=O.CCOS(C)(=O)=O.CCOS(C)(=O)=O.CCOS(C)(=O)=O.CCOS(C)(=O)=O.COCCOCCOC.

Atomic partial charges in e from the Löwdin method, atoms 1 to 8:
1 S 0.677
2 S 0.663
3 S 0.733
4 S 0.735
5 S 0.688
6 S 0.666
7 S 0.693
8 S 0.671